1.
62
Properties=species:S:1:pos:R:3 method="wB97M-V/def2-TZVPD" s_squared=0.750 spin_multiplicity=2 gap_ev="1.789 / 5.432" total_charge=-2
O -0.78 0.04 0.04
H 0.01 -0.28 -0.40
H -1.64 -0.18 -0.34
H -0.72 0.98 0.23
C 2.92 -1.40 -3.23
C 2.41 -1.54 -1.81
C 3.60 -1.91 -0.89
O 1.59 -0.47 -1.27
H 2.13 -1.27 -3.96
H 3.49 -2.29 -3.49
H 3.51 -0.49 -3.31
H 1.80 -2.44 -1.89
H 4.35 -1.12 -0.81
H 4.04 -2.83 -1.26
H 3.20 -2.12 0.11
C 0.38 3.45 1.04
C 0.00 3.60 -0.42
C 0.69 4.82 -0.99
O 0.27 2.44 -1.19
H 1.46 3.31 1.04
H -0.01 2.54 1.49
H 0.22 4.38 1.60
H -1.04 3.93 -0.39
H 0.43 5.70 -0.41
H 0.23 5.13 -1.93
H 1.73 4.58 -1.18
C 3.35 1.30 2.38
C 2.73 0.01 2.96
O 1.52 -0.23 2.18
H 4.16 1.68 3.00
H 2.57 2.05 2.30
H 3.55 1.32 1.31
H 2.38 0.24 3.96
H 3.45 -0.81 3.00
H 1.70 -0.74 1.39
C -3.03 -1.87 -3.24
C -1.85 -2.71 -2.99
O -1.19 -2.07 -1.89
H -3.65 -1.96 -2.36
H -3.55 -2.04 -4.18
H -2.87 -0.79 -3.27
H -1.10 -2.54 -3.77
H -2.21 -3.73 -2.88
H -0.24 -2.21 -1.88
C -3.61 2.37 1.55
C -3.80 0.96 1.01
O -3.18 1.00 -0.28
H -4.38 2.66 2.26
H -3.72 3.10 0.75
H -2.64 2.61 2.00
H -4.88 0.85 0.88
H -3.43 0.15 1.65
H -3.68 1.60 -0.84
C -0.70 -3.86 2.32
C -0.83 -2.53 1.60
O -1.28 -1.52 2.46
H -0.67 -3.84 3.41
H 0.14 -4.41 1.89
H -1.57 -4.43 2.01
H -1.40 -2.63 0.68
H 0.16 -2.21 1.29
H -0.48 -1.30 2.93


2.
23
Properties=species:S:1:pos:R:3 method="wB97M-V/def2-TZVPD" smiles=CNC[C@H](C)NCN gap_ev=9.572 relative_energy_kcal_mol=34.5 total_charge=0
C -2.07 -0.32 -1.86
N -2.00 0.31 -0.54
C -0.90 1.25 -0.33
C 0.28 0.70 0.50
C 1.46 1.69 0.43
N 0.56 -0.64 -0.07
C 1.43 -1.37 0.90
N 0.61 -2.20 1.79
H -1.23 -1.01 -2.10
H -3.03 -0.80 -1.97
H -1.92 0.49 -2.59
H -1.89 -0.46 0.10
H -1.32 2.15 0.24
H -0.57 1.68 -1.26
H 0.06 0.63 1.57
H 2.22 1.53 1.18
H 1.16 2.74 0.42
H 2.04 1.49 -0.51
H 0.97 -0.56 -1.00
H 2.03 -2.10 0.35
H 2.11 -0.68 1.40
H -0.15 -1.67 2.20
H 0.18 -2.83 1.13


3.
86
Properties=species:S:1:pos:R:3 method="wB97M-V/def2-TZVPD" smiles=CCOCCOC[C@H](I)OC[C@H](S)NC[C@H](C)Cl.CCO.CCO.CCO.CCO.CCO gap_ev=8.826 total_charge=0
C 4.09 -0.37 1.56
C 4.31 -1.52 0.36
O 2.94 -1.87 -0.09
C 2.96 -2.54 -1.40
C 2.76 -1.44 -2.65
O 2.66 -0.12 -2.01
C 2.47 0.96 -3.04
C 1.27 1.93 -2.40
I 2.00 2.39 -0.34
O 0.05 1.10 -2.40
C -1.09 1.75 -1.74
C -1.81 0.75 -0.61
S -1.43 1.39 1.11
N -1.33 -0.69 -0.85
C -2.23 -1.68 -0.10
C -2.63 -2.93 -1.13
C -1.31 -3.65 -1.82
Cl -3.89 -2.40 -2.43
H 4.77 0.59 1.39
H 4.31 -0.92 2.58
H 2.96 -0.02 1.61
H 4.93 -2.44 0.72
H 4.90 -0.99 -0.52
H 2.02 -3.27 -1.44
H 3.93 -3.21 -1.56
H 3.68 -1.56 -3.37
H 1.77 -1.71 -3.22
H 2.15 0.51 -4.08
H 3.47 1.55 -3.17
H 1.19 2.91 -3.04
H -0.87 2.83 -1.33
H -1.92 1.89 -2.58
H -2.99 0.71 -0.78
H -2.35 0.91 2.07
H -1.57 -0.87 -1.87
H -1.54 -2.19 0.73
H -3.16 -1.17 0.38
H -3.19 -3.79 -0.51
H -0.64 -2.81 -2.33
H -1.62 -4.38 -2.69
H -0.65 -4.16 -0.99
C 2.50 4.23 -7.32
C 1.88 3.56 -6.11
O 2.40 4.14 -4.92
H 3.59 4.11 -7.30
H 2.11 3.79 -8.24
H 2.29 5.30 -7.32
H 2.11 2.50 -6.09
H 0.79 3.68 -6.11
H 2.18 5.09 -4.94
C -4.66 1.86 5.57
C -4.63 0.90 4.40
O -3.46 1.10 3.62
H -4.63 2.89 5.21
H -5.56 1.72 6.17
H -3.78 1.72 6.20
H -5.50 1.06 3.75
H -4.65 -0.14 4.74
H -2.69 0.95 4.21
C 1.87 -1.12 5.03
C 3.11 -0.95 5.89
O 4.06 -0.14 5.20
H 2.13 -1.58 4.07
H 1.13 -1.74 5.54
H 1.42 -0.15 4.80
H 3.57 -1.92 6.09
H 2.86 -0.47 6.84
H 3.64 0.72 5.03
C -4.52 -2.27 -6.00
C -4.49 -3.24 -7.17
O -3.32 -3.03 -7.95
H -4.49 -1.24 -6.36
H -5.42 -2.42 -5.40
H -3.64 -2.42 -5.37
H -5.36 -3.07 -7.82
H -4.51 -4.27 -6.83
H -2.56 -3.18 -7.36
C 0.97 1.81 8.57
C 0.38 1.10 7.37
O -0.65 1.89 6.80
H 0.20 2.00 9.32
H 1.76 1.21 9.02
H 1.39 2.78 8.28
H -0.05 0.14 7.67
H 1.14 0.91 6.61
H -0.25 2.73 6.53